a) {"formula": "CHN3O2", "method": "the ωB97M-V functional and the def2-TZVPD basis", "smiles": "N#[N+][O-].N=C=O", "homo_lumo_gap_ha": 0.437, "species": ["N", "N", "O", "N", "C", "O", "H"], "coordinates": [[-2.352, 3.564, 1.685], [-1.888, 3.199, 2.609], [-1.299, 2.734, 3.446], [-1.290, -1.138, 0.352], [-0.934, -0.079, 0.761], [-0.610, 0.934, 1.256], [-0.944, -2.065, -0.016]], "lowdin_charge": [0.226, -0.360, 0.122, 0.177, -0.417, 0.122, 0.130]}


b) {"formula": "CHN3O2", "method": "the ωB97M-V functional and the def2-TZVPD basis", "smiles": "O=c1nn[nH]o1", "homo_lumo_gap_ha": 0.364, "species": ["O", "C", "N", "N", "N", "O", "H"], "coordinates": [[-0.838, 1.417, -1.663], [-0.344, 0.697, -0.765], [0.472, -0.521, -1.115], [0.694, -1.250, 0.002], [0.306, -0.370, 1.040], [-0.434, 0.665, 0.487], [0.144, -0.637, 2.014]], "lowdin_charge": [0.068, -0.535, 0.108, 0.088, 0.005, 0.103, 0.164]}


Most stable pick: a). Distance to second place: 1.946 eV.


a) {"formula": "CHN3O2", "method": "the ωB97M-V functional and the def2-TZVPD basis", "smiles": "N#[N+][O-].N=C=O", "homo_lumo_gap_ha": 0.437, "species": ["N", "N", "O", "N", "C", "O", "H"], "coordinates": [[0.706, -0.990, 0.054], [1.812, -0.923, -0.010], [2.954, -0.739, -0.044], [-1.969, 0.451, 0.012], [-0.888, 0.902, -0.102], [0.031, 1.606, -0.160], [-2.646, -0.308, 0.251]], "lowdin_charge": [0.241, -0.277, 0.124, 0.198, -0.530, 0.120, 0.124]}


b) {"formula": "CHN3O2", "method": "the ωB97M-V functional and the def2-TZVPD basis", "homo_lumo_gap_ha": [0.386, 0.243], "species": ["C", "N", "N", "N", "O", "O", "H"], "coordinates": [[0.120, -1.075, -1.193], [0.638, -2.093, -1.428], [0.731, -0.036, 2.130], [-0.677, -0.254, -0.626], [-0.283, 1.035, -0.389], [0.697, 1.050, 1.851], [-1.226, 1.373, -0.345]], "lowdin_charge": [-0.350, 0.180, 0.079, 0.014, -0.047, -0.024, 0.147]}


Most stable pick: a). Distance to second place: 4.140 eV.


a) {"formula": "C2H2F2O", "method": "the ωB97M-V functional and the def2-TZVPD basis", "homo_lumo_gap_ha": [0.339, 0.340], "species": ["C", "C", "O", "F", "F", "H", "H"], "coordinates": [[1.410, -0.026, 0.043], [-0.497, 1.123, 0.073], [1.444, -1.084, 0.540], [-1.417, 0.391, -0.576], [-0.155, 2.211, -0.734], [2.147, 0.758, -0.298], [-0.903, 1.464, 1.135]], "lowdin_charge": [-0.059, -0.233, 0.077, 0.009, -0.048, 0.108, 0.146]}


b) {"formula": "C2H2F2O", "method": "the ωB97M-V functional and the def2-TZVPD basis", "homo_lumo_gap_ha": [0.350, 0.293], "species": ["C", "C", "O", "F", "F", "H", "H"], "coordinates": [[1.305, 0.548, 0.124], [-1.178, -0.553, 0.147], [0.133, -0.287, 0.082], [2.433, -0.192, -0.125], [-2.047, 0.462, -0.143], [1.179, 1.504, -0.300], [-1.825, -1.481, 0.215]], "lowdin_charge": [-0.064, -0.152, -0.025, 0.007, -0.007, 0.092, 0.150]}


Most stable pick: a). Distance to second place: 2.057 eV.


a) {"formula": "C4H8N2O2", "method": "the ωB97M-V functional and the def2-TZVPD basis", "smiles": "[H]/N=C1/C[C@@H](O)CN1O", "homo_lumo_gap_ha": 0.371, "species": ["H", "N", "C", "C", "C", "O", "C", "N", "O", "H", "H", "H", "H", "H", "H", "H"], "coordinates": [[-2.200, 1.397, 0.810], [-1.327, 1.849, 0.343], [-0.634, 0.835, -0.130], [0.674, 1.075, -0.679], [1.287, -0.263, -0.175], [1.648, 0.054, 1.154], [0.224, -1.360, -0.202], [-0.918, -0.539, -0.266], [-2.046, -0.903, 0.472], [1.155, 2.030, -0.215], [0.867, 0.970, -1.791], [2.284, -0.583, -0.562], [0.946, 0.369, 1.622], [0.448, -1.760, 0.783], [0.288, -2.160, -1.047], [-2.697, -1.012, -0.119]], "lowdin_charge": [0.075, 0.137, -0.444, -0.078, -0.347, -0.014, -0.103, -0.115, 0.055, 0.164, 0.145, 0.159, 0.036, 0.129, 0.158, 0.044]}


b) {"formula": "C4H8N2O2", "method": "the ωB97M-V functional and the def2-TZVPD basis", "smiles": "C=NC(N)=O.CC=O", "homo_lumo_gap_ha": 0.367, "species": ["C", "N", "C", "N", "O", "H", "H", "H", "H", "C", "C", "O", "H", "H", "H", "H"], "coordinates": [[2.271, 0.248, -0.911], [2.104, 0.047, 0.300], [0.790, -0.157, 1.022], [0.433, -1.472, 1.038], [0.384, 0.657, 1.818], [3.271, 0.372, -1.316], [1.283, 0.328, -1.576], [0.916, -2.146, 0.472], [-0.138, -1.807, 1.797], [-2.097, 0.278, -0.043], [-0.943, 0.880, -0.767], [-0.363, 0.358, -1.720], [-1.941, 0.454, 1.022], [-2.184, -0.786, -0.247], [-3.015, 0.792, -0.327], [-0.772, 1.952, -0.562]], "lowdin_charge": [-0.051, 0.073, -0.610, 0.170, 0.044, 0.069, 0.083, 0.105, 0.113, -0.055, -0.298, -0.025, 0.074, 0.083, 0.089, 0.136]}


Most stable pick: b). Distance to second place: 1.932 eV.


a) {"formula": "C2H6N6", "method": "the ωB97M-V functional and the def2-TZVPD basis", "homo_lumo_gap_ha": 0.312, "species": ["C", "C", "H", "H", "H", "H", "H", "H", "N", "N", "N", "N", "N", "N"], "coordinates": [[1.274, 1.232, 0.189], [-0.690, -0.279, -0.209], [0.771, 2.265, 0.314], [1.516, 0.540, 1.074], [2.491, 1.595, -0.010], [2.318, -0.821, -0.110], [-2.612, -1.248, -0.105], [-2.951, 0.428, 0.863], [0.573, 0.355, -0.665], [1.407, -0.883, -0.713], [0.816, -1.858, -0.119], [-0.435, -1.557, 0.299], [-1.614, 0.390, -0.526], [-2.863, -0.160, -0.284]], "lowdin_charge": [-0.149, -0.506, 0.108, 0.081, 0.146, 0.170, 0.093, 0.201, -0.104, -0.039, 0.003, 0.096, -0.063, -0.037]}


b) {"formula": "C2H6N6", "method": "the ωB97M-V functional and the def2-TZVPD basis", "homo_lumo_gap_ha": 0.326, "species": ["C", "C", "N", "N", "N", "N", "N", "N", "H", "H", "H", "H", "H", "H"], "coordinates": [[1.984, 0.217, 1.221], [0.171, 0.580, 0.025], [0.945, 1.094, 0.913], [1.970, -0.948, 0.696], [0.822, -1.158, 0.026], [0.623, -2.144, -0.850], [-1.989, 1.645, 0.196], [-1.055, 0.792, -0.396], [2.756, 0.658, 1.907], [-0.008, -2.835, -0.607], [1.277, -2.566, -1.516], [-1.921, 1.555, 1.175], [-1.971, 2.714, -0.067], [-1.431, 0.215, -1.204]], "lowdin_charge": [-0.267, -0.216, 0.068, 0.017, -0.156, 0.017, 0.002, -0.085, 0.114, 0.050, 0.100, 0.054, 0.136, 0.169]}


c) {"formula": "C2H6N6", "method": "the ωB97M-V functional and the def2-TZVPD basis", "smiles": "N=C1NNC(=N)NN1", "homo_lumo_gap_ha": 0.333, "species": ["N", "C", "N", "N", "C", "N", "N", "N", "H", "H", "H", "H", "H", "H"], "coordinates": [[2.649, 0.175, -0.114], [1.390, -0.026, 0.050], [0.645, -1.159, 0.475], [-0.568, -1.144, -0.301], [-1.402, -0.018, 0.017], [-2.687, -0.119, -0.067], [-0.665, 1.166, 0.355], [0.631, 1.125, -0.133], [3.136, -0.747, 0.082], [1.254, -1.822, 0.027], [-1.168, -1.982, -0.248], [-3.252, 0.667, 0.325], [-1.155, 1.881, -0.217], [1.193, 2.004, -0.250]], "lowdin_charge": [0.091, -0.515, 0.057, 0.021, -0.453, 0.091, 0.029, -0.009, 0.060, 0.114, 0.140, 0.059, 0.145, 0.170]}


Most stable pick: c). Distance to second place: 1.648 eV.


a) {"formula": "C2H7NO3", "method": "the ωB97M-V functional and the def2-TZVPD basis", "homo_lumo_gap_ha": [0.322, 0.259], "species": ["C", "C", "N", "O", "O", "O", "H", "H", "H", "H", "H", "H", "H"], "coordinates": [[-0.599, 0.020, 1.651], [-0.321, -0.446, -0.157], [-0.507, 0.883, -0.372], [0.535, 0.391, -1.867], [1.199, 0.020, -3.098], [0.577, 0.405, 2.237], [0.459, -0.264, -3.654], [1.259, -0.269, 2.114], [0.217, 1.507, -0.017], [-0.948, -0.980, 1.914], [-1.365, 0.763, 1.834], [0.639, -0.956, -0.103], [-1.146, -1.072, -0.483]], "lowdin_charge": [-0.147, -0.199, 0.040, -0.275, -0.093, -0.030, 0.068, 0.110, 0.088, 0.106, 0.110, 0.113, 0.109]}


b) {"formula": "C2H7NO3", "method": "the ωB97M-V functional and the def2-TZVPD basis", "smiles": "NCC(=O)O.O", "homo_lumo_gap_ha": 0.396, "species": ["N", "C", "C", "O", "O", "H", "H", "H", "H", "H", "O", "H", "H"], "coordinates": [[1.289, 0.561, -0.208], [0.209, 0.079, -1.125], [-1.016, -0.427, -0.446], [-1.662, 0.142, 0.391], [-1.265, -1.717, -0.759], [2.154, 0.440, -0.720], [1.175, 1.557, -0.074], [0.651, -0.533, -1.880], [-0.092, 0.967, -1.702], [-1.872, -1.999, -0.056], [-0.125, 0.140, 2.470], [0.579, -0.259, 1.934], [-0.025, 1.051, 2.175]], "lowdin_charge": [0.016, -0.160, -0.533, 0.103, 0.103, 0.071, 0.074, 0.110, 0.126, 0.129, -0.077, 0.016, 0.022]}


c) {"formula": "C2H7NO3", "method": "the ωB97M-V functional and the def2-TZVPD basis", "homo_lumo_gap_ha": 0.310, "species": ["C", "C", "N", "O", "O", "O", "H", "H", "H", "H", "H", "H", "H"], "coordinates": [[-0.368, -0.827, 0.608], [0.669, -0.723, -0.363], [1.706, 0.059, -0.041], [-0.373, 1.571, 0.711], [-1.054, 1.442, -0.611], [-1.636, -0.965, 0.228], [-1.686, 2.168, -0.549], [-1.776, -0.133, -0.316], [-0.141, -0.676, 1.657], [1.294, 0.924, 0.393], [2.472, 0.143, -0.689], [0.467, -1.077, -1.371], [0.424, -1.906, 0.344]], "lowdin_charge": [-0.265, -0.216, 0.110, -0.352, -0.217, 0.029, 0.076, 0.104, 0.151, 0.098, 0.108, 0.153, 0.221]}


d) {"formula": "C2H7NO3", "method": "the ωB97M-V functional and the def2-TZVPD basis", "smiles": "NCC(=O)O.O", "homo_lumo_gap_ha": 0.324, "species": ["N", "C", "C", "O", "O", "H", "H", "H", "H", "H", "O", "H", "H"], "coordinates": [[-0.663, 1.210, -1.136], [0.766, 0.829, -1.033], [1.052, -0.061, 0.210], [2.166, -0.326, 0.610], [-0.012, -0.609, 0.788], [-1.261, 0.460, -1.337], [-1.034, 1.744, -0.352], [1.349, 1.728, -0.919], [0.888, 0.252, -1.977], [-1.126, -0.556, 0.403], [-2.368, -0.955, 0.539], [-2.050, -1.882, 0.486], [-2.492, -0.674, 1.468]], "lowdin_charge": [-0.019, -0.142, -0.564, 0.063, -0.034, 0.027, 0.077, 0.109, 0.131, 0.065, 0.038, 0.124, 0.124]}


Most stable pick: b). Distance to second place: 0.569 eV.


a) {"formula": "C2H7NO3", "method": "the ωB97M-V functional and the def2-TZVPD basis", "homo_lumo_gap_ha": 0.358, "species": ["C", "N", "O", "H", "H", "H", "H", "H", "C", "O", "O", "H", "H"], "coordinates": [[-0.984, -0.778, -0.660], [-0.374, 0.281, 0.139], [-1.161, 1.400, 0.273], [-0.810, 2.042, -0.389], [-0.009, -0.148, 1.756], [-2.072, -0.782, -0.498], [-0.779, -0.630, -1.732], [-0.579, -1.746, -0.326], [1.054, 0.557, 0.004], [1.870, -0.423, -0.447], [1.421, 1.711, 0.025], [1.653, -1.338, -0.224], [0.770, -0.146, 2.078]], "lowdin_charge": [-0.035, -0.308, -0.005, 0.127, 0.099, 0.099, 0.096, 0.086, -0.588, 0.118, 0.114, 0.116, 0.082]}


b) {"formula": "C2H7NO3", "method": "the ωB97M-V functional and the def2-TZVPD basis", "smiles": "CNC(=O)O.O", "homo_lumo_gap_ha": 0.384, "species": ["C", "N", "C", "O", "O", "H", "H", "H", "H", "H", "O", "H", "H"], "coordinates": [[1.015, -0.678, 2.195], [0.032, 0.322, 1.879], [-0.433, 0.461, 0.537], [-1.243, 1.269, 0.221], [-0.051, -0.563, -0.401], [0.751, -1.627, 1.713], [2.106, -0.292, 1.967], [0.722, -0.941, 3.281], [0.032, 0.980, 2.691], [-0.467, -0.165, -1.196], [-0.530, 0.221, -4.121], [-0.501, 0.790, -4.926], [-1.431, 0.224, -3.841]], "lowdin_charge": [-0.141, -0.022, -0.533, 0.087, 0.044, 0.072, 0.120, 0.105, 0.157, 0.101, -0.061, 0.059, 0.012]}


Most stable pick: b). Distance to second place: 3.057 eV.